12
Properties=species:S:1:pos:R:3 method="wB97M-V/def2-TZVPD" relative_energy_ev=2.970 charge=0 lumo_energy_ev=0.11 e_homo_ev=-10.10 gap_ev=10.22
C -1.93943 0.65353 0.83973
O 1.63400 1.24774 -0.53666
Si 2.69795 0.12968 -0.47184
Si -1.05428 -0.49172 -0.51702
Cl 0.57554 -1.36970 0.48305
H -2.53660 1.38834 0.35643
H -2.44610 -0.15619 1.29021
H -1.34615 1.17528 1.59558
H 3.11171 -0.89136 -1.42080
H 3.61401 -0.17473 0.76113
H -0.29365 0.11496 -1.51946
H -2.01700 -1.62585 -0.86034

***

12
Properties=species:S:1:pos:R:3 method="wB97M-V/def2-TZVPD" relative_energy_ev=2.145 charge=0 lumo_energy_ev=0.96 e_homo_ev=-10.54 gap_ev=11.50
F -1.75531 -0.25137 0.52404
C -0.83545 0.19590 -0.27484
Si -0.33240 2.00945 -0.06162
O 0.60682 -0.31573 0.25134
Si 0.94407 -1.83997 0.28578
H -0.97866 -0.32688 -1.30565
H 0.94449 1.83614 -0.67863
H -1.40155 2.71707 -0.70123
H -0.28309 2.57250 1.23542
H 2.02226 -1.86170 1.16014
H -0.20800 -2.64179 0.73510
H 1.27681 -2.09363 -1.16985

***

12
Properties=species:S:1:pos:R:3 method="wB97M-V/def2-TZVPD" relative_energy_ev=3.320 charge=+1 lumo_energy_ev=-4.20 e_homo_ev=-13.46 gap_ev=9.27
N -0.00544 1.46164 0.14504
N -0.32914 0.58671 -0.90590
C -0.20812 -0.77569 -0.38793
N 0.71401 -0.76293 0.71046
I -2.07928 -1.76577 0.47831
H 1.00410 1.73898 -0.01451
H -0.60426 2.31004 -0.15311
H -1.18735 0.80903 -1.44744
H 0.02230 -1.36248 -1.25500
H 0.64777 -1.71763 1.23619
H 1.62717 -0.57011 0.38664
H 0.39825 0.04823 1.20726

***

11
Properties=species:S:1:pos:R:3 method="wB97M-V/def2-TZVPD" relative_energy_ev=1.257 spin_multiplicity=2 charge=0 lumo_energy_ev="0.73 / -2.76" e_homo_ev="-9.25 / -9.23" gap_ev="9.98 / 6.47"
O 0.07438 -2.06627 -0.79665
H -0.75956 -2.39636 -1.14631
N -0.01415 1.11940 -0.88516
C -0.47214 0.72643 0.46270
N 0.39666 -0.06075 1.28399
H 0.13442 0.23721 -1.38294
H 0.99729 1.29822 -0.85367
H -1.40314 0.17615 0.23797
H -0.95927 1.52753 1.02340
H 0.67463 -0.91461 0.77636
H 1.33088 0.35304 1.28032

***

11
Properties=species:S:1:pos:R:3 method="wB97M-V/def2-TZVPD" relative_energy_ev=0.356 spin_multiplicity=2 charge=0 lumo_energy_ev="0.96 / -1.98" e_homo_ev="-9.64 / -9.71" gap_ev="10.60 / 7.73"
N 0.51358 -2.04176 -0.01354
H 0.16148 -2.95872 0.22030
H 0.15203 -1.37798 0.66711
H 0.13926 -1.77793 -0.91531
N -0.66359 1.05831 -0.76972
C 0.28284 1.04841 0.36075
O -0.14176 0.33587 1.40190
H -1.58634 1.05085 -0.35213
H -0.55447 1.91398 -1.30311
H 1.25297 0.65901 0.01283
H 0.44400 2.08997 0.69091

***

11
Properties=species:S:1:pos:R:3 method="wB97M-V/def2-TZVPD" relative_energy_ev=2.290 spin_multiplicity=2 charge=+2 lumo_energy_ev="-11.40 / -16.15" e_homo_ev="-19.71 / -19.64" gap_ev="8.32 / 3.49"
N -0.39982 -0.12491 0.30264
C 0.63989 0.43392 0.90878
N 1.20601 -0.12151 2.02180
H -0.74582 -1.03125 0.54958
H -0.86285 0.50677 -0.53514
H 0.90414 1.36916 0.64643
H 1.95219 0.42129 2.42829
H 0.98024 -0.94918 2.54613
H -0.61221 -0.32033 -3.37565
H -1.94070 -0.03161 -2.93174
O -1.12106 -0.15235 -2.56112

***

12
Properties=species:S:1:pos:R:3 method="wB97M-V/def2-TZVPD" relative_energy_ev=3.304 charge=0 lumo_energy_ev="-1.11 / -0.21" e_homo_ev="-9.41 / -8.48" gap_ev="8.31 / 8.27"
C 1.93212 -0.15329 1.53792
N -0.48596 0.98843 -1.56866
N -2.15524 -0.45624 -0.13057
O -0.29931 -1.53489 -1.56161
P -0.49604 -0.44045 -0.59766
H 2.06191 0.97705 1.31199
H 1.61396 -0.29577 2.47401
H 2.79594 -0.78463 1.18685
H -0.45530 1.95330 -1.21201
H 0.15057 0.70895 -2.28510
H -2.41653 0.36765 0.34509
H -2.24612 -1.33010 0.49972

***

12
Properties=species:S:1:pos:R:3 method="wB97M-V/def2-TZVPD" relative_energy_ev=4.072 charge=0 lumo_energy_ev="-1.30 / -1.30" e_homo_ev="-8.32 / -8.32" gap_ev="7.03 / 7.03"
C 0.74186 1.36501 -0.48299
N 0.83300 -0.69865 0.66343
N 0.62319 -0.00472 -0.60767
P -0.54817 -0.69678 -1.65470
S -2.57959 -0.70843 0.55566
H 0.14873 1.60715 0.37420
H 1.82076 1.71793 -0.32169
H 0.32587 1.86939 -1.41780
H 1.48191 -0.23996 1.19495
H -0.07676 -0.54098 1.13083
H -0.78233 -1.96361 -0.89287
H -1.98846 -1.70634 1.45864

***

Q: What is the charge in the fourth record?
A: 0